(1)
{"formula": "C3H3FS2", "method": "ωB97M-V/def2-TZVPD", "homo_energy_ev": -9.087, "e_tot_ha": -1012.18997, "max_force_ev_per_a": 6.62, "lumo_ev": -1.2, "species": ["C", "C", "C", "H", "H", "H", "F", "S", "S"], "coordinates": [[-0.8402, -0.1572, -0.0641], [0.3679, -0.8217, -0.0232], [1.4112, -0.0451, 0.1927], [-2.0509, 1.5250, -0.2084], [0.2113, -2.0584, -0.6365], [1.0995, 1.0613, 0.9381], [2.8355, -0.3126, -0.1245], [-0.7284, 1.5965, -0.0920], [-2.3059, -0.7878, 0.0179]]}

***

(2)
{"formula": "C3H3FeO", "method": "ωB97M-V/def2-TZVPD", "homo_energy_ev": [-19.800, -21.294], "e_tot_ha": -1454.10876, "max_force_ev_per_a": 1.73, "total_charge": 2, "lumo_ev": [-11.8, -13.1], "spin_multiplicity": 6, "species": ["H", "O", "C", "C", "C", "H", "H", "Fe"], "coordinates": [[-0.7998, -2.3256, -1.0474], [-0.0865, -1.0031, 0.5915], [0.0953, -1.7089, -0.9064], [0.0570, -0.3162, -1.3453], [-0.1487, 0.1454, 0.0059], [1.0402, -2.2567, -0.9867], [0.4817, 0.1979, -2.2040], [0.2113, 1.9319, 1.0346]]}

***

(3)
{"formula": "C3H3FeO2", "method": "ωB97M-V/def2-TZVPD", "homo_energy_ev": [-13.798, -13.838], "e_tot_ha": -1529.79996, "max_force_ev_per_a": 4.21, "total_charge": 1, "lumo_ev": [-6.0, -6.6], "spin_multiplicity": 5, "species": ["C", "C", "H", "H", "H", "O", "C", "O", "Fe"], "coordinates": [[-2.7724, 0.4978, -0.4115], [-1.5577, 0.7529, 0.0737], [-2.9702, -0.4122, -0.9831], [-1.3915, 1.5843, 0.7670], [-3.6262, 1.0968, -0.0870], [-0.5198, -0.4707, 0.5163], [0.7343, -0.3618, 0.7348], [1.5994, -1.0727, 0.2443], [1.2519, 0.7956, -1.0752]]}